Computed, not measured: 2 unconnected molecules or ions with the total composition C7H13NO3P in a non-equilibrium geometry, with ωB97M-V/def2-TZVPD.

```
! wB97M-V def2-TZVPD RIJCOSX def2/J DEFGRID3
* xyz -1 1
C 1.4641 1.1857 2.4576
C 1.8773 1.3160 1.1786
C -0.4428 -2.2823 -0.9718
C -0.4496 -2.0349 0.5042
C 0.2491 -0.9138 -1.4328
C -0.8032 -0.4489 0.5688
C 1.1423 1.7479 0.0604
N -0.3129 0.1417 -0.5991
O -2.5420 0.1618 -1.7540
O -0.9887 1.9631 -2.5844
O -1.8229 2.0952 -0.1862
P -1.6215 1.3105 -1.4309
H 2.0594 1.0178 3.3883
H 0.5544 1.7609 2.7203
H 2.8585 0.9533 0.9158
H -0.0233 -3.3224 -1.1950
H -1.5171 -2.2670 -1.3029
H -1.2986 -2.4607 1.0035
H 0.4515 -2.0881 1.0751
H 1.2930 -1.1343 -1.4408
H 0.1400 -0.7579 -2.5150
H -1.8421 -0.2490 0.6541
H -0.3149 -0.0087 1.4491
H 1.7272 1.9945 -0.7804
H 0.1627 2.3195 0.2177
*
```

Results
- Molar mass: 190.16 Da
- LUMO level (spin up / spin down): 2.3 / 2.2 eV
- ΔE to the lowest compared entry with this formula, charge and spin: 1.429 eV

Results of the natural (NBO) charge analysis, in e, for atoms 1 through 6:
1. C -0.370
2. C -0.278
3. C -0.429
4. C -0.431
5. C -0.246
6. C -0.246